# 1
DFT (ωB97M-V with the def2-TZVPD basis set) results for a 2-piece molecular cluster, C9H28BN2O3P overall.

Calculated values
Max |F|: 0.7 eV/Å
Electronic energy: -28873.6619 eV
SMILES: CB(O)[PH2](N)CCCCO.COC[C@@H](C)N
E_LUMO: 0.58 eV
Energy relative to the best compared isomer or geometry (same formula, charge and spin): 0.121 eV
Kohn-Sham gap: 8.602 eV

CARTESIAN COORDINATES (ANGSTROEM)
P (1.06, 1.17, -3.54)
O (-1.75, 1.23, -3.69)
O (-0.12, 3.70, -1.14)
O (0.19, -0.70, 2.97)
N (-1.83, -2.67, 2.29)
N (1.02, 1.97, -5.19)
C (-1.21, -3.07, 4.61)
C (-0.80, -1.10, -4.26)
C (-0.71, -3.01, 3.17)
C (-0.18, 3.15, 0.16)
C (1.46, 1.29, -0.60)
C (0.23, 1.67, 0.23)
C (0.09, -0.10, 4.25)
C (1.17, 0.34, -1.78)
C (0.50, -2.08, 2.96)
B (-0.68, 0.42, -3.87)
H (-2.04, -1.68, 2.41)
H (1.26, 2.43, -2.94)
H (0.91, 2.97, -5.12)
H (0.39, 3.75, 0.88)
H (-1.86, -3.93, 4.75)
H (-0.64, 1.10, -0.07)
H (-1.54, -2.75, 1.32)
H (0.33, 0.96, 4.13)
H (1.99, 2.18, -0.94)
H (1.82, 1.76, -5.77)
H (-0.72, -1.68, -3.34)
H (2.21, 0.45, -3.95)
H (-1.75, -1.36, -4.72)
H (0.43, 1.45, 1.27)
H (-1.22, 3.22, 0.47)
H (0.91, -2.28, 1.97)
H (1.29, -2.29, 3.69)
H (0.03, -1.39, -4.90)
H (-0.93, -0.17, 4.64)
H (-0.38, -3.16, 5.32)
H (0.21, -0.13, -1.56)
H (2.15, 0.78, 0.05)
H (0.78, 4.04, -1.28)
H (-2.58, 0.75, -3.83)
H (-1.79, -2.18, 4.88)
H (1.88, -0.48, -1.79)
H (-0.37, -4.01, 2.90)
H (0.79, -0.54, 4.95)



# 2
DFT (ωB97M-V with the def2-TZVPD basis set) results for a 6-piece molecular cluster, C9H28ClO9 overall.

Calculated values
Max |F|: 3.4 eV/Å
Electronic energy: -40729.9949 eV
E_LUMO: 2.86 eV
Energy relative to the best compared isomer or geometry (same formula, charge and spin): 1.340 eV
Total charge: -1
Kohn-Sham gap: 9.304 eV

CARTESIAN COORDINATES (ANGSTROEM)
Cl (-0.27, -0.48, -0.87)
O (0.03, 0.93, -0.81)
O (0.38, -1.08, -2.03)
O (-0.99, 4.34, 0.95)
O (0.25, -1.22, 0.27)
O (0.87, 1.06, -5.81)
O (-0.73, 2.48, 3.16)
O (1.59, -3.90, -1.75)
O (-4.41, 1.91, -0.09)
O (-1.68, -0.65, -1.00)
C (1.69, -4.59, -0.51)
C (2.66, -3.88, 0.40)
C (-0.15, 4.11, -0.18)
C (0.29, -4.82, 0.09)
C (1.56, 0.01, -5.11)
C (0.41, 1.78, 3.82)
C (-0.27, 0.84, 4.77)
C (-4.29, 1.56, -1.46)
C (1.25, 1.21, 2.71)
H (-4.98, 2.10, -2.12)
H (2.53, -2.80, 0.47)
H (1.63, 2.05, 2.13)
H (2.66, -4.25, 1.44)
H (2.10, -5.58, -0.72)
H (1.20, -3.04, -1.52)
H (2.64, 0.03, -5.26)
H (0.69, 0.49, 2.11)
H (-0.68, 3.51, -0.93)
H (-0.79, 0.03, 4.25)
H (3.66, -4.19, 0.10)
H (-0.34, -5.34, -0.63)
H (0.25, 5.05, -0.56)
H (2.19, 0.74, 3.03)
H (0.30, -5.36, 1.04)
H (1.36, 0.15, -4.04)
H (0.56, 0.31, 5.25)
H (-5.34, 2.14, 0.02)
H (0.67, 3.46, 0.12)
H (-0.38, 3.09, 2.49)
H (-4.56, 0.52, -1.65)
H (-3.26, 1.71, -1.80)
H (0.92, 2.67, 4.23)
H (1.19, -1.00, -5.32)
H (0.28, 1.43, -5.16)
H (-0.91, 1.30, 5.51)
H (-0.17, -3.84, 0.25)
H (-1.62, 5.02, 0.71)



# 3
DFT (ωB97M-V with the def2-TZVPD basis set) results for C9H29LiN4O9 as an isolated structure.

Calculated values
Max |F|: 1.4 eV/Å
Electronic energy: -34397.5359 eV
E_LUMO: -0.29 eV
Energy relative to the best compared isomer or geometry (same formula, charge and spin): 0.000 eV
Kohn-Sham gap: 8.028 eV

CARTESIAN COORDINATES (ANGSTROEM)
O (-8.72, 0.60, 15.33)
O (-10.85, -0.45, 13.04)
O (-11.08, -3.66, 16.36)
O (-12.19, -1.24, 15.24)
O (-12.06, 1.77, 10.87)
O (-6.73, -5.56, 10.91)
O (-9.49, -5.20, 9.67)
O (-5.15, 1.04, 15.72)
O (-9.77, -1.12, 8.42)
N (-11.31, 3.51, 9.63)
N (-9.91, 1.77, 10.18)
N (-11.96, -0.60, 8.66)
N (-11.20, -2.78, 9.01)
C (-10.91, -1.49, 8.65)
C (-12.70, -2.53, 14.98)
C (-7.37, 0.85, 14.93)
C (-6.50, 0.86, 16.14)
C (-11.14, 2.31, 10.24)
C (-11.58, -3.57, 15.03)
C (-9.75, -0.98, 12.37)
C (-9.07, -4.83, 10.98)
C (-7.60, -4.47, 11.04)
Li (-12.38, 0.30, 12.03)
H (-4.54, 0.99, 16.46)
H (-11.04, -2.74, 16.66)
H (-6.60, -0.03, 16.76)
H (-9.77, 0.91, 10.70)
H (-6.79, 1.70, 16.79)
H (-9.19, -5.63, 11.72)
H (-8.86, -0.34, 12.55)
H (-7.03, 0.11, 14.20)
H (-9.72, -3.99, 11.25)
H (-12.00, -4.54, 14.78)
H (-9.10, 2.23, 9.80)
H (-9.11, 0.08, 14.61)
H (-7.33, 1.82, 14.42)
H (-10.41, -3.40, 8.96)
H (-13.43, -2.76, 15.76)
H (-11.64, 0.33, 8.44)
H (-13.16, -2.57, 13.99)
H (-9.85, -1.06, 11.27)
H (-6.85, -6.02, 10.07)
H (-9.52, -2.01, 12.71)
H (-7.36, -3.94, 11.96)
H (-10.52, 4.09, 9.44)
H (-12.93, -0.82, 8.72)
H (-12.23, 3.89, 9.53)
H (-7.39, -3.69, 10.29)
H (-8.74, -5.44, 9.12)
H (-11.52, -1.09, 14.53)
H (-12.11, -3.12, 9.22)
H (-10.80, -3.29, 14.31)



# 4
DFT (ωB97M-V with the def2-TZVPD basis set) results for C9H2ClF5NO2ReSSe as an isolated structure.

Calculated values
Max |F|: 0.7 eV/Å
Electronic energy: -119361.1926 eV
Expectation value of S²: 3.776
Multiplicity: 4
E_LUMO (alpha / beta): -6.34 / -6.91 eV
Energy relative to the best compared isomer or geometry (same formula, charge and spin): 0.000 eV
Total charge: +1
Kohn-Sham gap (alpha / beta): 7.025 / 6.512 eV

CARTESIAN COORDINATES (ANGSTROEM)
Re (0.57, 1.23, 1.60)
Se (0.30, -0.10, 3.58)
Cl (-4.40, 1.32, -0.02)
S (2.28, 0.65, 0.32)
F (-1.21, -2.52, -1.75)
F (-0.53, -0.55, -0.04)
F (3.25, -2.82, -3.22)
F (0.67, -3.66, -3.34)
F (3.94, -0.84, -1.52)
O (-0.71, 2.37, 1.01)
O (-1.88, 2.88, -0.87)
N (0.40, 2.54, 5.02)
C (-1.94, 2.42, 0.20)
C (1.01, -2.70, -2.51)
C (0.35, 1.51, 4.50)
C (2.68, -1.25, -1.57)
C (2.33, -2.26, -2.45)
C (0.04, -2.12, -1.70)
C (1.73, -0.65, -0.75)
C (0.42, -1.11, -0.83)
C (-3.09, 1.88, 1.02)
H (-2.76, 1.07, 1.67)
H (-3.45, 2.70, 1.65)



# 5
DFT (ωB97M-V with the def2-TZVPD basis set) results for one molecule with the formula C9H2N4O4.

Calculated values
Max |F|: 4.2 eV/Å
Electronic energy: -23509.5663 eV
SMILES: N#Cc1cc2c(cc1[N+](=O)[O-])=NC(=O)C(=O)N=2
E_LUMO: -4.39 eV
Energy relative to the best compared isomer or geometry (same formula, charge and spin): 0.000 eV
Kohn-Sham gap: 6.188 eV

CARTESIAN COORDINATES (ANGSTROEM)
O (-3.17, -1.64, 1.08)
O (3.60, 0.53, -2.62)
O (2.50, -1.98, -3.04)
O (-2.70, -0.44, 2.79)
N (-2.01, 2.61, 2.85)
N (2.00, 1.02, -1.06)
N (0.88, -1.57, -1.56)
N (-2.49, -0.82, 1.64)
C (-0.84, 1.03, 1.18)
C (0.94, 0.58, -0.42)
C (-0.75, -1.08, 0.01)
C (-1.39, -0.28, 0.94)
C (-1.48, 1.94, 2.08)
C (0.37, -0.69, -0.71)
C (2.01, -1.18, -2.23)
C (2.60, 0.17, -2.00)
C (0.31, 1.45, 0.51)
H (-1.15, -2.06, -0.17)
H (0.76, 2.43, 0.71)



# 6
DFT (ωB97M-V with the def2-TZVPD basis set) results for a 6-piece molecular cluster, C9H30N2O5 overall.

Calculated values
Max |F|: 3.5 eV/Å
Electronic energy: -23034.1826 eV
E_LUMO: -0.39 eV
Energy relative to the best compared isomer or geometry (same formula, charge and spin): 1.284 eV
Kohn-Sham gap: 5.244 eV

CARTESIAN COORDINATES (ANGSTROEM)
O (-0.40, -1.69, -0.31)
O (-2.94, 1.67, -2.97)
O (-0.06, 3.33, -1.10)
O (0.36, -2.99, -2.83)
O (-0.17, -0.36, -4.41)
N (0.13, -0.63, 0.59)
N (-0.50, 0.89, -1.84)
C (2.04, 0.46, 1.64)
C (-2.16, 0.28, 1.10)
C (1.55, -0.80, 0.80)
C (-0.82, -0.21, 1.72)
C (1.19, 0.81, 2.86)
C (-1.22, -1.35, 2.76)
C (2.34, -0.82, -0.59)
C (1.93, -2.04, 1.63)
C (-0.32, 1.08, 2.42)
H (-2.66, -0.43, 0.45)
H (1.95, 1.33, 0.98)
H (2.02, -1.63, -1.25)
H (0.19, -2.26, -3.43)
H (3.10, 0.48, 1.91)
H (3.02, -2.07, 1.57)
H (-3.74, 1.50, -2.46)
H (1.56, 1.73, 3.32)
H (0.26, 0.07, -5.15)
H (-3.26, 1.88, -3.85)
H (0.06, 3.86, -0.32)
H (3.41, -0.96, -0.46)
H (-0.82, 1.17, 3.39)
H (-0.64, -1.10, -4.80)
H (0.09, -2.66, -1.97)
H (-2.86, 0.53, 1.90)
H (2.35, 0.15, -1.10)
H (-1.39, 1.10, -2.26)
H (1.51, -2.15, 2.63)
H (-1.70, -0.82, 3.59)
H (1.23, -0.05, 3.54)
H (0.20, 0.59, -2.51)
H (-0.78, 3.76, -1.57)
H (-2.16, 1.14, 0.44)
H (-0.21, 1.73, -1.36)
H (-0.45, 2.01, 1.87)
H (-0.47, 0.24, -1.07)
H (-0.31, -1.86, 3.09)
H (1.49, -2.86, 1.06)
H (-1.94, -2.05, 2.34)